[1]
C41H48N5O13P4SW as an isolated structure at a distorted geometry, computed with the ωB97M-V functional and the def2-TZVPD basis.

Values from the calculation:
**Multiplicity**: 3
**Frontier orbital gap (alpha / beta)**: 4.87 / 8.27 eV
**F_max**: 0.021 hartree/bohr
**<S²>**: 2.0483
**HOMO (alpha / beta)**: -2.84 / -6.31 eV
**E**: -4674.08266 a.u.
**Net charge**: -1

Atoms and positions in Å:
W  -1.7221  -0.0260  -0.1971
C  6.1877  -0.0494  -1.7505
S  6.1570  -1.0005  -0.2233
C  5.4974  0.2662  0.8903
C  4.0419  0.6494  0.6628
C  3.1133  -0.5591  0.6767
N  1.6783  -0.2274  0.8188
P  0.8459  -0.3880  2.3268
C  2.0011  0.4907  3.4529
C  1.6524  1.8092  3.7493
C  2.4925  2.6128  4.5095
C  3.6836  2.0971  4.9998
C  4.0161  0.7699  4.7537
C  3.1761  -0.0283  3.9925
C  1.2041  -2.1187  2.8121
C  1.6198  -3.1022  1.9224
C  1.8574  -4.4015  2.3562
C  1.6690  -4.7355  3.6871
C  1.2154  -3.7696  4.5793
C  0.9822  -2.4770  4.1443
P  0.7989  0.2846  -0.5362
C  1.5794  -0.4548  -1.9729
C  1.1182  -1.7207  -2.3188
C  1.6362  -2.3771  -3.4256
C  2.6260  -1.7630  -4.1789
C  3.0891  -0.4967  -3.8361
C  2.5638  0.1658  -2.7374
C  1.1081  2.0679  -0.7089
C  1.5902  2.8124  0.3569
C  1.6994  4.1928  0.2620
C  1.3188  4.8378  -0.9019
C  0.8376  4.1003  -1.9775
C  0.7302  2.7239  -1.8814
H  6.6209  -0.6830  -2.5230
H  6.8068  0.8416  -1.6406
H  5.1860  0.2354  -2.0705
H  6.1367  1.1479  0.8117
H  5.6240  -0.1398  1.8970
H  3.9395  1.1925  -0.2812
H  3.7509  1.3387  1.4571
H  3.3930  -1.2156  1.5011
H  3.2542  -1.1408  -0.2358
H  0.7126  2.2146  3.3864
H  2.2068  3.6345  4.7228
H  4.3462  2.7217  5.5855
H  4.9324  0.3562  5.1562
H  3.4372  -1.0670  3.8238
H  1.7373  -2.8638  0.8726
H  2.1841  -5.1505  1.6463
H  1.8631  -5.7443  4.0274
H  1.0428  -4.0276  5.6165
H  0.6200  -1.7345  4.8477
H  0.3077  -2.1820  -1.7683
H  1.2365  -3.3435  -3.7014
H  3.0270  -2.2634  -5.0512
H  3.8511  -0.0150  -4.4362
H  2.9136  1.1608  -2.4865
H  1.8557  2.3218  1.2784
H  2.0524  4.7603  1.1131
H  1.3807  5.9164  -0.9689
H  0.5285  4.6005  -2.8862
H  0.3463  2.1597  -2.7230
O  -3.3829  2.8615  -2.6568
C  -2.6630  1.7604  -2.5092
O  -1.9639  1.6921  -1.4644
C  -2.7127  0.7689  -3.5286
C  -3.2660  1.0924  -4.8032
C  -3.2189  0.1135  -5.7574
C  -2.6875  -1.1486  -5.5686
C  -2.2011  -1.5029  -4.2747
C  -2.2492  -0.5400  -3.2219
O  -1.9559  -0.8588  -1.9978
N  -1.7206  -2.8047  -4.1164
O  -1.7207  -3.5489  -5.1191
O  -1.2780  -3.2071  -3.0154
N  -3.7892  0.4336  -7.1035
O  -4.2499  1.5455  -7.2772
O  -3.7881  -0.4422  -7.9436
H  -3.6759  2.0669  -5.0036
H  -2.6585  -1.8783  -6.3569
N  -3.8707  3.5569  0.1079
C  -3.9229  2.7016  1.3201
C  -4.8399  3.3163  2.3858
P  -2.1777  2.6057  1.9605
O  -2.3176  2.0080  3.4243
O  -1.5757  3.9553  1.9636
O  -1.4711  1.5453  1.0941
P  -4.3913  0.9485  1.0769
O  -5.9976  0.9097  0.9605
O  -3.8416  0.3957  -0.2518
O  -3.9692  0.2318  2.3162
H  -3.1718  4.2765  0.2957
H  -4.7656  4.0311  0.0242
H  -3.4386  3.2249  -1.7323
H  -4.3920  4.2319  2.7764
H  -5.0080  2.6340  3.2180
H  -5.8087  3.5499  1.9382
H  -2.7962  1.1476  3.3106
H  -6.2675  0.3582  0.2147
C  -1.3189  -3.9223  0.3846
C  -2.2852  -2.8731  0.9342
C  -2.4509  -2.9993  2.4468
C  -3.6399  -3.0239  0.2389
N  -1.7924  -1.5455  0.6290
H  -1.8311  -4.8852  0.3315
H  -0.4460  -4.0342  1.0268
H  -1.0001  -3.6630  -0.6250
H  -2.8735  -3.9775  2.6895
H  -3.1147  -2.2171  2.8166
H  -1.4877  -2.9068  2.9516
H  -4.0563  -4.0010  0.4921
H  -3.5253  -2.9551  -0.8443
H  -4.3311  -2.2454  0.5647



[2]
C41H48N5OSSr as an isolated structure at a distorted geometry, computed with the ωB97M-V functional and the def2-TZVPD basis.

Values from the calculation:
**Frontier orbital gap**: 5.77 eV
**F_max**: 0.029 hartree/bohr
**HOMO**: -3.70 eV
**E**: -2369.22945 a.u.
**Net charge**: -1

Atoms and positions in Å:
Sr  0.3055  -0.0335  -0.0482
C  0.8443  5.5501  -3.1677
C  2.1776  4.9126  -2.7669
C  2.0361  3.9135  -1.6614
C  2.2783  4.1039  -0.3355
C  2.8385  5.3259  0.3257
C  4.3568  5.2686  0.5072
C  1.9622  2.8404  0.3303
C  2.1542  2.5669  1.7013
C  2.0848  1.3400  2.4006
C  2.4432  1.1257  3.8005
C  2.8993  2.1918  4.7472
C  4.3767  2.5600  4.5892
C  2.3394  -0.2147  4.0290
C  1.9177  -0.8223  2.7684
C  1.7814  -2.2079  2.5088
C  1.5150  -2.8650  1.2892
N  1.2220  -2.2417  0.1257
C  1.1183  -3.1658  -0.8534
C  0.8976  -2.8850  -2.2220
C  0.8434  -1.6456  -2.8952
N  0.9627  -0.4336  -2.3099
C  1.0067  0.5165  -3.2686
C  1.2694  1.8827  -3.0312
C  1.5723  2.5338  -1.8114
N  1.5377  1.9494  -0.5953
C  0.8609  -0.1260  -4.5774
C  0.7625  -1.4615  -4.3466
C  0.5584  -2.5494  -5.3533
C  -0.9046  -2.9861  -5.4653
C  0.8924  0.5702  -5.9018
C  2.3098  0.8129  -6.4243
C  1.3436  -4.4937  -0.2763
C  1.5866  -4.3077  1.0507
C  1.9443  -5.3371  2.0768
C  3.4536  -5.4642  2.2960
C  1.3660  -5.7789  -1.0431
C  2.6664  -6.0175  -1.8147
N  1.7642  0.1502  1.8450
C  2.6552  -0.9615  5.2872
C  4.0646  -1.5587  5.3042
H  0.9618  6.2515  -3.9980
H  0.4051  6.0931  -2.3268
H  0.1208  4.7871  -3.4645
H  2.8793  5.6945  -2.4640
H  2.6256  4.4338  -3.6423
H  2.3630  5.4648  1.3012
H  2.5730  6.2122  -0.2572
H  4.6409  4.4163  1.1294
H  4.7430  6.1772  0.9761
H  4.8565  5.1424  -0.4565
H  2.4644  3.4192  2.2987
H  2.7110  1.8675  5.7745
H  2.2887  3.0886  4.6046
H  5.0137  1.6900  4.7661
H  4.6709  3.3466  5.2887
H  4.5840  2.9087  3.5746
H  1.9682  -2.8597  3.3571
H  0.8152  -3.7600  -2.8603
H  1.3166  2.5102  -3.9168
H  1.1749  -3.4141  -5.0902
H  0.9204  -2.2156  -6.3295
H  -1.2834  -3.3309  -4.5005
H  -1.0333  -3.7899  -6.1950
H  -1.5352  -2.1463  -5.7673
H  0.3659  1.5255  -5.8234
H  0.3303  -0.0165  -6.6333
H  2.8873  1.4143  -5.7182
H  2.3034  1.3293  -7.3877
H  2.8428  -0.1330  -6.5490
H  1.5334  -6.3066  1.7831
H  1.4596  -5.0885  3.0256
H  3.9567  -5.7360  1.3648
H  3.6921  -6.2222  3.0464
H  3.8772  -4.5119  2.6244
H  0.5254  -5.7990  -1.7432
H  1.1966  -6.6115  -0.3552
H  2.8597  -5.2031  -2.5163
H  2.6333  -6.9547  -2.3767
H  3.5190  -6.0621  -1.1327
H  1.9237  -1.7632  5.4261
H  2.5289  -0.2952  6.1450
H  4.2075  -2.2397  4.4615
H  4.2549  -2.1110  6.2280
H  4.8196  -0.7739  5.2141
O  -1.4941  1.2680  0.5884
N  -2.5185  1.5133  -0.2160
C  -2.9893  2.7866  -0.2336
C  -4.0296  3.1573  -1.0347
C  -4.6142  2.1718  -1.8405
C  -4.1325  0.8931  -1.8099
C  -3.0466  0.4934  -0.9894
S  -2.4087  -1.1017  -0.9356
H  -2.4433  3.4397  0.4301
H  -4.3643  4.1852  -1.0279
H  -5.4428  2.4122  -2.4956
H  -4.5607  0.1177  -2.4310



[3]
C41H49N10O5Zr as an isolated structure at a distorted geometry, computed with the ωB97M-V functional and the def2-TZVPD basis.

Values from the calculation:
**Frontier orbital gap**: 8.04 eV
**F_max**: 0.034 hartree/bohr
**HOMO**: -10.25 eV
**E**: -2562.68962 a.u.
**Net charge**: +1

Atoms and positions in Å:
Zr  -0.3671  0.0736  -0.5935
O  -1.3768  1.1603  0.7218
C  -2.3690  2.0245  0.8275
C  -2.2710  3.1006  1.7191
C  -3.2874  4.0237  1.8379
C  -4.4369  3.9207  1.0544
C  -4.5572  2.8638  0.1806
C  -3.5561  1.8905  0.0715
C  -3.8093  0.7215  -0.7457
N  -3.1671  -0.3746  -0.6179
C  -3.5698  -1.5358  -1.3945
C  -2.3140  -2.3670  -1.6886
N  -1.3368  -1.4026  -2.1592
C  -1.1248  -1.3404  -3.4190
C  -0.5684  -0.1883  -4.0856
C  -0.1369  -0.2727  -5.4144
C  0.2031  0.8545  -6.1284
C  0.0316  2.1043  -5.5283
C  -0.4167  2.2146  -4.2296
C  -0.6701  1.0754  -3.4392
O  -1.0304  1.1830  -2.1846
H  -1.3731  3.1667  2.3226
H  -3.1962  4.8349  2.5490
H  -5.2284  4.6528  1.1373
H  -5.4543  2.7499  -0.4182
H  -4.6427  0.7994  -1.4531
H  -4.0496  -1.2437  -2.3354
H  -4.2843  -2.1299  -0.8181
H  -2.5371  -3.1344  -2.4342
H  -1.9596  -2.8377  -0.7745
H  -1.4875  -2.1446  -4.0662
H  -0.0868  -1.2503  -5.8833
H  0.5500  0.7763  -7.1497
H  0.2326  2.9998  -6.1030
H  -0.5907  3.1869  -3.7863
O  -1.3222  -1.4670  1.0127
C  -0.7928  -1.2327  2.3423
C  0.5520  -0.4503  2.1505
O  1.2087  -0.0491  3.0814
O  0.9193  -0.3762  0.9027
C  -0.5225  -2.6077  2.9527
C  0.7483  -3.0375  3.3104
C  0.9368  -4.3079  3.8413
C  -0.1409  -5.1577  4.0230
C  -1.4152  -4.7302  3.6706
C  -1.6036  -3.4663  3.1400
C  -1.7897  -0.5054  3.2470
C  -3.1212  -0.3289  2.8871
C  -4.0111  0.2964  3.7495
C  -3.5900  0.7381  4.9910
C  -2.2730  0.5279  5.3739
C  -1.3834  -0.0999  4.5176
H  -2.0763  -0.8531  0.8312
H  1.5912  -2.3638  3.2123
H  1.9337  -4.6289  4.1181
H  0.0069  -6.1413  4.4490
H  -2.2656  -5.3830  3.8208
H  -2.6014  -3.1385  2.8744
H  -3.4998  -0.6813  1.9344
H  -5.0395  0.4385  3.4408
H  -4.2865  1.2271  5.6596
H  -1.9350  0.8503  6.3503
H  -0.3638  -0.2668  4.8282
C  3.3841  -4.6637  -1.7289
N  2.4939  -3.9140  -0.8538
C  2.1140  -4.5441  0.3994
C  1.7698  -2.8453  -1.2963
N  0.7235  -2.3507  -0.7588
N  2.2570  -2.2534  -2.4717
C  2.1949  -0.9055  -2.7360
N  2.9785  -0.5050  -3.7787
N  1.4968  -0.0942  -2.0332
H  3.8768  -5.4313  -1.1407
H  4.1723  -4.0352  -2.1485
H  2.8411  -5.1610  -2.5392
H  2.9840  -5.0511  0.8111
H  1.3068  -5.2746  0.2796
H  1.8018  -3.7914  1.1180
H  0.4421  -2.8361  0.0851
H  2.9288  -2.7750  -3.0027
H  3.3302  -1.1794  -4.4354
H  2.7770  0.4008  -4.1690
H  1.6280  0.8689  -2.3268
C  4.8571  2.6979  0.9546
C  4.4639  1.3229  0.4590
N  3.0564  1.2808  0.1033
C  2.2792  2.3636  -0.1833
N  0.9945  2.1715  -0.4375
C  0.2234  3.3721  -0.7747
C  0.6907  4.5818  0.0071
C  2.1398  4.8203  -0.3482
N  2.8922  3.5839  -0.1966
C  4.3339  3.7112  -0.0441
H  5.9401  2.7777  1.0444
H  4.4107  2.8824  1.9335
H  4.6516  0.5673  1.2216
H  5.0690  1.0671  -0.4192
H  2.5053  0.5164  0.4684
H  -0.8255  3.1790  -0.5797
H  0.3185  3.5803  -1.8467
H  0.5991  4.3729  1.0758
H  0.0915  5.4607  -0.2296
H  2.5746  5.5686  0.3175
H  2.2270  5.1991  -1.3734
H  4.5452  4.7223  0.3017
H  4.8357  3.5812  -1.0111



[4]
C41H50BiFN9O6S2Se as an isolated structure, computed with the ωB97M-V functional and the def2-TZVPD basis.

Values from the calculation:
**Frontier orbital gap**: 6.47 eV
**F_max**: 0.006 hartree/bohr
**HOMO**: -9.59 eV
**E**: -6048.70172 a.u.
**Net charge**: +1

Atoms and positions in Å:
Bi  0.8483  1.9511  -0.0784
C  3.5363  2.6073  2.6279
C  4.1134  2.7307  1.2213
N  3.2261  3.4156  0.2862
C  3.1252  4.8715  0.3978
C  2.2176  5.4100  1.5125
S  0.6487  4.5278  1.8333
C  0.9381  3.9326  3.5280
C  1.3105  2.4550  3.6697
N  2.2125  1.9931  2.6230
H  4.2537  2.0481  3.2454
H  3.4621  3.5910  3.0864
H  5.0971  3.2164  1.2903
H  4.2786  1.7244  0.8179
H  3.5362  3.2024  -0.6544
H  4.1156  5.3288  0.5348
H  2.7355  5.2250  -0.5531
H  2.7433  5.4682  2.4642
H  1.9419  6.4295  1.2455
H  1.6776  4.5916  3.9811
H  0.0092  4.1042  4.0730
H  1.7172  2.3093  4.6827
H  0.4042  1.8590  3.5918
H  2.2811  0.9847  2.6676
C  -4.4650  -2.6110  -1.5593
C  -4.9236  -1.8550  -0.3205
N  -3.8242  -1.1435  0.3354
C  -3.5780  0.1378  -0.0198
C  -2.5200  0.8814  0.3967
C  -2.3745  2.2431  -0.2660
O  -3.3670  2.7095  -0.8072
O  -1.2179  2.8088  -0.2427
C  -1.6049  0.3179  1.3353
O  -0.5946  0.8908  1.7741
C  -1.8836  -1.0656  1.7419
C  -0.9779  -1.6985  2.5997
C  -1.1166  -3.0273  2.8563
F  -0.2257  -3.6680  3.6472
C  -2.1456  -3.7851  2.2820
C  -3.0587  -3.1616  1.4653
C  -2.9451  -1.7893  1.1857
N  -2.2121  -5.2057  2.4654
C  -1.0928  -5.9147  1.8391
C  -1.3007  -7.4220  2.0604
N  -2.7483  -7.6362  2.3933
C  -3.0848  -7.0565  3.7408
C  -2.4216  -5.6744  3.8341
H  -5.3067  -3.1273  -2.0203
H  -3.6960  -3.3463  -1.3190
H  -4.0481  -1.9178  -2.2901
H  -5.3984  -2.5134  0.4069
H  -5.6645  -1.1043  -0.5883
H  -4.2736  0.5928  -0.7145
H  -0.1509  -1.1295  3.0044
H  -3.8350  -3.7637  1.0169
H  -0.1242  -5.6222  2.2557
H  -1.0811  -5.6721  0.7777
H  -0.7277  -7.8070  2.9018
H  -1.0590  -8.0048  1.1751
H  -2.9987  -8.6225  2.3535
H  -3.2999  -7.1280  1.6989
H  -2.7179  -7.7482  4.4960
H  -4.1697  -7.0013  3.7999
H  -1.4881  -5.7320  4.4016
H  -3.0835  -4.9877  4.3563
C  -3.5354  3.8438  -6.6446
C  -2.4268  4.0152  -5.6427
C  -1.1417  4.3547  -6.0505
C  -0.1167  4.5129  -5.1275
C  -0.3892  4.3264  -3.7826
C  -1.6685  4.0025  -3.3445
C  -2.6740  3.8463  -4.2795
S  0.9047  4.4702  -2.5985
O  2.0490  5.0408  -3.2657
O  0.3828  5.1112  -1.4229
N  1.2374  2.9517  -2.1413
C  2.2027  2.1567  -2.7293
C  2.7021  2.2417  -4.0362
C  3.6273  1.3020  -4.4389
C  4.0427  0.3000  -3.5636
C  3.5058  0.2943  -2.2948
N  2.6230  1.2034  -1.8812
H  -3.1942  4.0668  -7.6544
H  -4.3716  4.5053  -6.4129
H  -3.9158  2.8210  -6.6323
H  -0.9399  4.5080  -7.1039
H  0.8777  4.7990  -5.4426
H  -1.8759  3.8834  -2.2890
H  -3.6715  3.5991  -3.9346
H  2.3680  3.0263  -4.6951
H  4.0272  1.3443  -5.4440
H  4.7625  -0.4482  -3.8624
H  3.7849  -0.4571  -1.5633
C  -0.6904  0.3063  -2.4108
O  -0.0957  0.2682  -1.1382
H  -1.7142  0.6968  -2.3589
H  -0.7364  -0.7122  -2.8243
H  -0.1350  0.9238  -3.1232
Se  0.6493  -1.9689  -0.3258
N  1.8499  -0.9387  0.5163
C  2.6042  -1.7232  1.2568
C  3.7251  -1.2776  2.0350
C  4.4113  -2.1766  2.7766
C  4.0554  -3.5685  2.7941
C  3.0263  -4.0415  2.0562
C  2.2647  -3.1317  1.2475
N  1.2683  -3.4635  0.4562
H  4.0261  -0.2385  1.9908
H  5.2643  -1.8530  3.3588
H  4.6485  -4.2451  3.3954
H  2.7782  -5.0946  2.0321